19
Properties=species:S:1:pos:R:3:lowdin_charge:R:1 method="wB97M-V/def2-TZVPD" homo_energy_ev=-9.2 de_lowest_kj_mol=283.4 e_lumo_ev=0.8 total_energy_ev=-13326.75034
H 1.85 -1.14 1.56 0.07
N 0.95 -0.68 1.62 0.09
C 0.21 -0.96 0.62 -0.43
C 0.37 -2.11 -0.34 -0.01
O -1.26 -0.64 0.67 -0.16
N -1.61 0.19 1.77 0.01
H 1.02 -1.79 -1.15 0.07
H -0.57 -2.37 -0.81 0.09
H 0.83 -2.97 0.13 0.09
H -0.72 0.34 2.28 0.04
H -2.18 -0.39 2.38 0.08
N 0.83 1.24 -0.19 0.12
C 0.22 1.16 -1.46 -0.64
N -0.73 2.12 -1.70 0.15
O 0.60 0.36 -2.28 0.03
H 0.50 1.96 0.45 0.09
H 1.65 0.70 0.07 0.09
H -0.94 2.26 -2.68 0.11
H -1.02 2.72 -0.94 0.10